{"formula": "C43H42BrNO3OsPSi", "method": "the ωB97M-V functional and the def2-TZVPD basis", "elements": ["Os", "C", "Si", "C", "C", "N", "C", "C", "C", "C", "C", "C", "O", "C", "C", "C", "C", "C", "C", "H", "H", "H", "H", "H", "H", "H", "H", "H", "H", "H", "H", "H", "H", "H", "H", "H", "H", "C", "C", "C", "C", "C", "C", "C", "P", "C", "C", "C", "C", "C", "C", "C", "C", "C", "C", "C", "C", "C", "C", "H", "H", "H", "H", "H", "H", "H", "H", "H", "H", "H", "H", "H", "H", "H", "H", "H", "H", "H", "H", "Br", "C", "C", "C", "C", "C", "C", "C", "O", "O", "H", "H", "H", "H"], "coordinates": [[0.16812, 0.45565, -0.21076], [1.77304, 2.23648, -3.34684], [2.57827, 0.98643, -2.23357], [2.32345, -0.71518, -2.93106], [4.41152, 1.33094, -2.21267], [1.84398, 1.16845, -0.50545], [2.68479, 1.44925, 0.61834], [3.74036, 2.34968, 0.59883], [4.52469, 2.51527, 1.73049], [4.26474, 1.78965, 2.88398], [3.17531, 0.93048, 2.94630], [2.39002, 0.79698, 1.81961], [1.16696, 0.13930, 1.79241], [0.87414, -0.92437, 2.68420], [1.84348, -1.82139, 3.10094], [1.46342, -2.86096, 3.93664], [0.14146, -3.00344, 4.33237], [-0.80890, -2.08804, 3.90736], [-0.44496, -1.03034, 3.08673], [2.30432, 2.19369, -4.29975], [1.87197, 3.25018, -2.95927], [0.72278, 2.02335, -3.54424], [2.70830, -0.67801, -3.95403], [1.27590, -1.00830, -2.98583], [2.88140, -1.46642, -2.38358], [4.73899, 1.07991, -3.22578], [4.97679, 0.70339, -1.52537], [4.66848, 2.37548, -2.05278], [3.94850, 2.93441, -0.28268], [5.34726, 3.21555, 1.70576], [4.89529, 1.91214, 3.75284], [2.93005, 0.39917, 3.85474], [2.86338, -1.72217, 2.76452], [2.20754, -3.57453, 4.26298], [-0.14615, -3.82769, 4.96934], [-1.84035, -2.18723, 4.21714], [-1.17646, -0.30876, 2.75573], [-0.87939, 3.83714, -2.24112], [-0.78252, 4.63043, -0.97456], [-0.65640, 6.01365, -1.07600], [-0.69487, 6.83473, 0.03684], [-0.89430, 6.27697, 1.28970], [-1.01240, 4.90439, 1.41117], [-0.91560, 4.06668, 0.29844], [-1.26331, 2.27931, 0.51054], [-1.77453, 2.04409, 2.24532], [-3.03684, 1.48798, 2.47356], [-3.43663, 1.12365, 3.74865], [-2.56894, 1.30210, 4.81399], [-1.31608, 1.84847, 4.59408], [-0.89275, 2.22727, 3.32369], [0.47735, 2.83062, 3.19349], [-2.71560, 2.09895, -0.55139], [-3.80260, 2.96907, -0.48719], [-4.80319, 2.87473, -1.43620], [-4.70349, 1.92625, -2.45178], [-3.61552, 1.07331, -2.52008], [-2.60050, 1.14875, -1.56877], [-1.42521, 0.21701, -1.57492], [-1.90724, 3.86307, -2.61290], [-0.60649, 2.79227, -2.10228], [-0.23697, 4.26253, -3.01074], [-0.54568, 6.45001, -2.06039], [-0.59778, 7.90529, -0.07697], [-0.97207, 6.90331, 2.16705], [-1.22550, 4.48790, 2.38283], [-3.71240, 1.32579, 1.64613], [-4.41889, 0.70009, 3.90327], [-2.86221, 1.01102, 5.81342], [-0.63652, 1.97916, 5.42699], [1.18170, 2.31235, 3.84152], [0.47113, 3.87659, 3.50432], [0.86463, 2.80229, 2.17413], [-3.85403, 3.72395, 0.28812], [-5.65218, 3.54254, -1.39803], [-5.48256, 1.85916, -3.19880], [-3.54703, 0.34309, -3.31626], [-1.05811, -0.03412, -2.57371], [-1.74938, -0.75546, -1.16437], [0.45087, -8.20614, 1.02744], [0.71414, -6.37033, 0.66833], [2.00451, -5.85957, 0.65018], [2.18943, -4.51364, 0.39187], [1.09661, -3.68689, 0.15017], [-0.18854, -4.21632, 0.16261], [-0.38554, -5.56153, 0.42603], [1.33612, -2.23125, -0.05768], [2.44193, -1.73104, 0.04937], [0.27030, -1.54758, -0.41377], [2.84759, -6.50879, 0.83737], [3.18357, -4.08716, 0.38045], [-1.03491, -3.56983, -0.02156], [-1.38083, -5.98149, 0.44431]], "charge": 1, "e_homo_ev": [-10.95, -10.95], "e_tot_ev": -142578.03140, "largest_force_ev_per_a": 0.73, "molar_mass_g_mol": 950.0, "homo_lumo_gap_ev": [6.7988, 6.7999]}


{"formula": "C43H43AsN2P2RuS2Te", "method": "the ωB97M-V functional and the def2-TZVPD basis", "elements": ["Ru", "Te", "C", "C", "C", "N", "C", "C", "C", "P", "C", "C", "C", "C", "C", "C", "C", "C", "C", "C", "C", "C", "P", "C", "C", "C", "C", "C", "C", "C", "C", "C", "C", "C", "C", "H", "H", "H", "H", "H", "H", "H", "H", "H", "H", "H", "H", "H", "H", "H", "H", "H", "H", "H", "H", "H", "H", "H", "H", "S", "C", "N", "C", "C", "C", "C", "C", "C", "S", "H", "H", "H", "H", "C", "C", "As", "C", "C", "C", "C", "H", "H", "H", "H", "H", "H", "H", "H", "H", "H", "H", "H", "H", "H", "H"], "coordinates": [[-0.05688, 0.15120, 0.54080], [-3.65846, 0.61401, 2.48196], [-5.37769, -0.23772, 1.57712], [-6.34365, -0.80897, 2.38591], [-7.44155, -1.40169, 1.77116], [-7.59504, -1.46189, 0.45110], [-6.66122, -0.90341, -0.31137], [-5.53833, -0.26734, 0.20482], [-2.46492, 0.37645, 0.74333], [-1.85702, -1.21944, 0.21320], [-0.97563, -1.78172, 1.70871], [-0.60911, -0.86158, 2.70687], [0.31291, -1.25702, 3.70747], [0.84287, -2.51637, 3.71193], [0.47483, -3.43412, 2.71518], [-0.39911, -3.07502, 1.72833], [-3.11071, -2.42617, -0.24586], [-3.27672, -2.79234, -1.58056], [-4.30830, -3.64920, -1.93357], [-5.16634, -4.13677, -0.95677], [-4.98267, -3.79288, 0.37808], [-3.94984, -2.94453, 0.74167], [-2.34091, 1.74766, -0.27070], [-3.55707, 3.05200, -0.27119], [-4.37136, 3.25401, -1.38450], [-5.28184, 4.30052, -1.38127], [-5.37755, 5.13241, -0.27640], [-4.56675, 4.92914, 0.83513], [-3.65421, 3.88936, 0.84355], [-1.95246, 1.22017, -1.94647], [-0.60135, 1.76702, -2.25422], [0.03949, 1.32664, -3.61060], [-0.63371, 0.17486, -4.28780], [-1.84934, -0.22582, -3.91670], [-2.53452, 0.31789, -2.73048], [-6.25544, -0.82019, 3.46554], [-8.22270, -1.85466, 2.37001], [-6.81645, -0.96082, -1.38340], [-4.81054, 0.18549, -0.46084], [-1.14594, 0.05740, 2.86379], [0.54851, -0.56456, 4.50441], [1.52074, -2.82065, 4.49889], [0.87416, -4.44033, 2.73602], [-0.67871, -3.78822, 0.96109], [-2.58907, -2.42089, -2.33201], [-4.44288, -3.94157, -2.96673], [-5.97439, -4.80030, -1.23407], [-5.64406, -4.19045, 1.13629], [-3.80445, -2.66868, 1.77948], [-4.29352, 2.60266, -2.24606], [-5.91872, 4.46328, -2.24025], [-6.09138, 5.94547, -0.27684], [-4.64806, 5.58268, 1.69298], [-3.02006, 3.73150, 1.70812], [1.07942, 2.05764, -1.03738], [1.12284, 1.23720, -3.55013], [-0.11788, -0.30529, -5.10984], [-2.33813, -1.02468, -4.45925], [-3.49802, -0.10478, -2.46518], [0.14924, 2.27147, 1.55281], [-0.62992, 2.62494, -0.03533], [0.11617, 1.73182, -0.96172], [-0.60176, 3.14858, -2.80011], [-0.38100, 2.79093, -4.18948], [0.32740, 3.80463, -4.97862], [0.58125, 5.00982, -4.39450], [0.28039, 5.29487, -3.03264], [-0.28745, 4.31942, -2.19023], [-0.43080, 4.43065, -0.43490], [-1.33439, 2.58211, -4.70746], [0.51632, 3.64274, -6.03184], [1.03498, 5.79806, -4.98136], [0.56293, 6.26024, -2.62865], [3.51282, 2.04562, -0.45491], [3.21426, 0.63349, -0.96488], [2.26087, -0.44998, 0.36216], [3.42801, -0.32246, 1.92320], [3.15059, 0.88949, 2.81054], [2.63560, -2.25624, -0.26654], [1.88550, -2.56027, -1.56286], [3.90494, 2.67443, -1.25505], [4.27069, 2.01156, 0.32682], [2.63592, 2.52580, -0.01454], [4.13235, 0.11458, -1.24129], [2.59467, 0.65114, -1.86576], [4.45441, -0.32321, 1.55315], [3.29006, -1.25291, 2.47512], [3.27090, 1.82726, 2.27193], [3.83189, 0.90040, 3.66191], [2.13571, 0.85739, 3.19778], [2.33579, -2.93899, 0.53033], [3.71599, -2.34301, -0.38470], [0.81792, -2.37276, -1.43640], [2.01420, -3.60151, -1.85715], [2.24974, -1.93937, -2.38411]], "charge": 2, "e_homo_ev": -12.35, "e_tot_ev": -159213.53385, "largest_force_ev_per_a": 0.61, "molar_mass_g_mol": 1017.5, "homo_lumo_gap_ev": 4.2960}


{"formula": "C43H43BiN3O4", "method": "the ωB97M-V functional and the def2-TZVPD basis", "elements": ["Bi", "O", "C", "O", "C", "C", "C", "C", "C", "N", "C", "O", "O", "H", "H", "H", "C", "C", "C", "C", "C", "C", "C", "C", "C", "C", "C", "C", "N", "C", "C", "N", "C", "C", "C", "C", "C", "C", "C", "C", "C", "C", "C", "C", "C", "C", "C", "C", "C", "C", "C", "C", "C", "C", "H", "H", "H", "H", "H", "H", "H", "H", "H", "H", "H", "H", "H", "H", "H", "H", "H", "H", "H", "H", "H", "H", "H", "H", "H", "H", "H", "H", "H", "H", "H", "H", "H", "H", "H", "H", "H", "H", "H", "H"], "coordinates": [[1.14504, -12.55395, -13.48165], [4.09114, -9.91285, -15.24248], [3.35137, -10.86280, -14.98381], [2.61818, -10.88473, -13.92210], [3.14551, -11.92223, -16.02529], [3.87577, -12.15398, -17.17033], [3.59608, -13.20572, -17.96772], [2.59507, -14.11344, -17.59422], [1.95034, -13.89629, -16.40888], [2.32216, -12.86814, -15.65579], [0.83997, -14.79277, -15.91163], [0.34169, -15.61380, -16.65176], [0.46814, -14.54986, -14.74893], [4.72507, -11.57062, -17.46005], [4.06304, -13.41421, -18.90835], [2.43476, -14.98866, -18.20842], [1.23783, -16.69656, -10.73678], [1.20723, -16.16835, -12.19228], [0.33512, -17.04028, -13.08873], [2.63040, -16.00238, -12.70344], [3.40575, -17.14658, -12.93135], [4.73445, -16.96693, -13.34495], [5.26713, -15.74324, -13.60285], [4.53450, -14.60471, -13.38041], [5.19046, -13.20546, -13.45446], [6.18073, -12.99647, -14.59324], [5.91892, -12.98446, -12.15815], [3.25780, -14.78041, -12.83161], [2.57730, -13.61273, -12.33452], [2.43703, -13.54055, -10.98580], [1.38390, -12.80920, -10.45567], [0.54172, -12.14195, -11.27993], [-0.61184, -11.60518, -10.63369], [-1.63176, -12.45397, -10.23510], [-2.78207, -11.91961, -9.61791], [-2.73353, -10.60004, -9.16815], [-1.70671, -9.72919, -9.51379], [-0.67539, -10.18918, -10.34386], [0.24863, -9.22105, -11.06213], [1.70964, -9.48049, -10.68170], [-0.09895, -9.11039, -12.55141], [-1.46000, -13.91440, -10.62444], [-1.95942, -14.91653, -9.58393], [-2.17411, -14.08350, -11.97621], [1.40416, -12.96594, -8.93862], [0.63535, -12.50736, -7.90494], [0.99981, -12.94938, -6.57805], [2.09180, -13.78403, -6.34983], [2.88122, -14.29833, -7.39322], [4.02966, -15.16516, -7.30594], [4.66124, -15.50076, -8.43634], [4.24935, -15.04924, -9.75362], [3.12366, -14.23958, -9.92532], [2.53863, -13.77070, -8.69872], [0.26056, -17.05484, -10.55536], [1.53078, -15.87805, -10.13189], [1.95689, -17.48988, -10.66652], [0.78465, -15.18850, -12.17406], [0.77258, -18.01463, -13.10476], [0.31864, -16.70408, -14.11100], [-0.69006, -17.02691, -12.62943], [3.07759, -18.14827, -12.65781], [5.46896, -17.79584, -13.49749], [6.19290, -15.68623, -14.14229], [4.36719, -12.43041, -13.52039], [7.06886, -13.58727, -14.37274], [6.55077, -11.95277, -14.77270], [5.74141, -13.40857, -15.57043], [6.69655, -13.75627, -12.07105], [5.26302, -13.13297, -11.31331], [6.39833, -12.00214, -12.17295], [-3.64046, -12.51682, -9.45451], [-3.57210, -10.14116, -8.60243], [-1.71458, -8.70796, -9.24210], [-0.05506, -8.29286, -10.58031], [2.09563, -10.36203, -11.05535], [1.76446, -9.43372, -9.56252], [2.33469, -8.74600, -11.18961], [0.34271, -8.19603, -12.99471], [-1.18622, -9.09658, -12.67251], [0.23254, -9.95838, -13.14932], [-0.40633, -14.08703, -10.84219], [-3.05003, -14.85694, -9.42481], [-1.43869, -14.61072, -8.62537], [-1.66737, -15.95131, -9.70557], [-3.17243, -13.69953, -11.84607], [-2.16899, -15.14939, -12.20943], [-1.75903, -13.56071, -12.86891], [-0.21244, -11.90394, -8.02843], [0.37553, -12.74537, -5.69086], [2.18278, -14.00910, -5.28084], [4.41863, -15.52548, -6.35858], [5.47384, -16.23666, -8.45649], [4.84967, -15.42433, -10.54210]], "charge": -1, "e_homo_ev": -3.64, "e_tot_ev": -63792.21619, "largest_force_ev_per_a": 2.85, "molar_mass_g_mol": 874.8, "homo_lumo_gap_ev": 6.0922}